# 1
C5H6O | the ωB97M-V functional and the def2-TZVPD basis

```
! wB97M-V def2-TZVPD RIJCOSX def2/J DEFGRID3
* xyz 0 1
C 2.287 -0.994 0.469
C 1.393 -0.310 -0.507
C 0.185 0.116 -0.262
C -1.117 0.415 -0.535
C -2.336 1.172 -0.407
O -2.201 -0.127 -1.094
H 2.678 -1.915 0.020
H 3.170 -0.367 0.644
H 1.848 -1.248 1.448
H -0.457 0.114 0.795
H -2.516 2.014 -1.072
H -2.935 1.131 0.500
*
```

Results
- highest occupied orbital energy (spin up / spin down) (eV) = -7.4638 / -7.4642
- energy relative to the best compared isomer or geometry (same formula, charge and spin) (kcal/mol) = 146.9

Atomic partial charges in e from the Löwdin method, atoms 1 to 8:
1. C -0.17
2. C -0.09
3. C -0.17
4. C -0.28
5. C -0.01
6. O 0.08
7. H 0.07
8. H 0.07

***

# 2
C3H5NO2 | the ωB97M-V functional and the def2-TZVPD basis

```
! wB97M-V def2-TZVPD RIJCOSX def2/J DEFGRID3
* xyz 0 1
C 0.835 0.681 0.013
C -0.701 -1.302 -0.034
C 0.017 1.709 -0.088
O 0.497 -1.139 -0.298
O 2.130 0.722 0.346
N -1.835 -0.883 -0.082
H 2.571 -0.082 0.044
H -2.622 -1.205 0.455
H -0.259 -2.792 -0.131
H -1.042 1.573 -0.222
H 0.409 2.717 -0.002
*
```

Results
- highest occupied orbital energy (spin up / spin down) (eV) = -8.4129 / -8.4133
- energy relative to the best compared isomer or geometry (same formula, charge and spin) (kcal/mol) = 144.6

Atomic partial charges in e from the Löwdin method, atoms 1 to 8:
1. C -0.21
2. C -0.55
3. C 0.05
4. O 0.00
5. O 0.07
6. N 0.15
7. H 0.12
8. H 0.08

***

# 3
C39H55As3FN3O3PS2Sn | the ωB97M-V functional and the def2-TZVPD basis

```
! wB97M-V def2-TZVPD RIJCOSX def2/J DEFGRID3
* xyz 1 1
Sn 1.418 0.163 -1.650
C -2.294 7.096 0.076
C -1.696 6.055 0.993
N -1.417 4.686 0.415
C -0.048 4.360 0.181
C 0.391 3.315 -0.568
C 1.945 3.196 -0.740
O 2.623 4.151 -0.470
O 2.374 1.991 -0.931
C -0.518 2.585 -1.375
O -0.208 1.725 -2.183
C -1.934 3.006 -1.214
C -2.927 2.287 -1.909
C -4.245 2.584 -1.746
F -5.165 1.956 -2.503
C -4.684 3.458 -0.760
C -3.705 4.179 -0.037
C -2.374 3.942 -0.262
N -6.110 3.663 -0.506
C -7.019 2.503 -0.472
C -8.091 2.744 0.607
N -8.168 4.212 0.893
C -7.967 5.172 -0.213
C -6.759 4.772 -1.141
H -2.586 7.960 0.564
H -3.262 6.822 -0.437
H -1.577 7.425 -0.737
H -2.219 5.951 1.949
H -0.715 6.436 1.283
H 0.685 5.017 0.632
H -2.579 1.512 -2.556
H -4.005 4.900 0.700
H -6.475 1.584 -0.168
H -7.535 2.347 -1.424
H -7.922 2.278 1.557
H -9.053 2.491 0.223
H -7.353 4.262 1.564
H -9.072 4.443 1.395
H -7.772 6.170 0.316
H -8.898 5.193 -0.796
H -6.121 5.626 -1.153
H -7.025 4.399 -2.156
C 4.147 0.689 1.411
As 4.392 -0.417 -0.163
C 5.541 0.721 -1.431
C 5.482 -1.810 0.560
C 5.651 -3.135 -0.242
C 5.987 -2.713 -1.692
C 4.532 -4.147 -0.121
As 2.904 -3.626 -1.028
C 1.976 -3.164 0.740
C 2.295 -5.463 -1.146
C 6.866 -3.898 0.402
As 8.515 -2.967 1.165
C 9.620 -4.569 1.149
C 9.230 -1.883 -0.297
H 4.989 0.799 2.085
H 3.298 0.197 1.881
H 3.773 1.637 1.041
H 6.565 0.757 -1.077
H 5.194 1.718 -1.408
H 5.433 0.158 -2.366
H 5.161 -2.019 1.622
H 6.502 -1.462 0.606
H 5.081 -2.638 -2.255
H 6.678 -3.476 -2.095
H 6.467 -1.677 -1.846
H 4.276 -4.506 0.855
H 4.780 -5.075 -0.651
H 2.738 -2.862 1.448
H 1.461 -4.082 1.095
H 1.215 -2.447 0.539
H 2.458 -6.050 -0.233
H 2.912 -5.879 -2.017
H 1.218 -5.452 -1.397
H 7.199 -4.629 -0.407
H 6.484 -4.479 1.217
H 9.147 -5.491 0.841
H 10.040 -4.675 2.148
H 10.561 -4.510 0.569
H 8.527 -1.073 -0.566
H 9.374 -2.359 -1.216
H 10.130 -1.426 0.100
S -1.405 -1.196 -2.270
P -1.435 -1.139 -0.284
S -0.119 0.140 0.585
C -1.298 -2.896 0.317
C -1.289 -3.883 -0.693
C -1.266 -5.286 -0.379
C -1.304 -5.643 0.976
C -1.250 -4.586 1.986
C -1.248 -3.260 1.669
C -3.153 -0.893 0.397
C -3.377 -0.312 1.633
C -4.685 -0.264 2.170
C -5.694 -0.851 1.481
C -5.493 -1.539 0.211
C -4.227 -1.564 -0.300
H -1.493 -3.505 -1.723
H -1.377 -6.011 -1.195
H -1.403 -6.698 1.282
H -1.340 -4.811 3.011
H -1.329 -2.556 2.420
H -2.514 0.085 2.197
H -4.860 0.184 3.109
H -6.735 -0.732 1.873
H -6.361 -2.038 -0.246
H -4.079 -1.977 -1.290
*
```

Results
- highest occupied orbital energy (eV) = -9.0602
- energy relative to the best compared isomer or geometry (same formula, charge and spin) (kcal/mol) = 13.4

Atomic partial charges in e from the Löwdin method, atoms 1 to 8:
1. Sn 1.02
2. C -0.08
3. C -0.18
4. N 0.00
5. C 0.08
6. C -0.06
7. C -0.58
8. O 0.09

***

# 4
C47H52N7O16 | the ωB97M-V functional and the def2-TZVPD basis

```
! wB97M-V def2-TZVPD RIJCOSX def2/J DEFGRID3
* xyz 1 1
C 5.348 -1.713 2.746
C 5.070 -0.307 2.003
O 5.936 0.032 1.159
O 3.946 0.471 2.352
C 3.372 1.152 1.203
C 2.266 2.195 1.713
C 0.793 1.912 1.089
C 0.284 0.428 1.370
C -1.255 0.269 1.755
C -2.097 1.492 2.340
O -1.430 1.897 3.585
O -2.430 2.348 4.418
C -2.039 -0.338 0.458
C -1.708 -1.932 0.645
N -1.143 -2.124 2.054
C -1.665 -0.925 2.789
H 4.884 -1.755 3.782
H 6.483 -1.856 2.853
H 4.940 -2.540 2.067
H 2.975 0.418 0.417
H 4.200 1.777 0.701
H 2.205 2.279 2.856
H 2.565 3.244 1.342
H 0.125 2.749 1.462
H 0.879 2.031 -0.050
H 0.902 -0.144 2.160
H 0.442 -0.164 0.392
H -3.142 1.147 2.621
H -2.092 2.402 1.633
H -2.256 1.939 5.294
H -1.736 0.078 -0.577
H -3.183 -0.345 0.586
H -0.917 -2.343 -0.081
H -2.666 -2.567 0.716
H -1.542 -2.920 2.578
H -0.119 -2.227 2.118
H -2.802 -0.981 2.619
H -1.402 -0.790 3.887
C 9.252 2.006 -0.650
C 9.916 2.537 -1.752
C 9.191 3.004 -2.843
C 7.800 2.937 -2.817
C 7.130 2.400 -1.721
C 7.862 1.933 -0.636
N 7.030 3.451 -3.953
O 7.650 3.898 -4.905
O 5.811 3.406 -3.882
H 9.821 1.647 0.203
H 10.999 2.591 -1.758
H 9.720 3.416 -3.695
H 6.048 2.341 -1.697
H 7.349 1.515 0.224
C -6.035 2.385 6.917
C -6.795 1.555 7.736
C -6.203 0.913 8.818
C -4.849 1.113 9.074
C -4.080 1.936 8.255
C -4.680 2.572 7.173
N -4.226 0.459 10.228
O -4.925 -0.271 10.915
O -3.045 0.683 10.439
H -6.501 2.889 6.077
H -7.850 1.411 7.532
H -6.807 0.268 9.448
H -3.024 2.093 8.445
H -4.091 3.219 6.530
C -1.816 4.174 -5.011
C -0.661 4.130 -4.235
C -0.375 3.002 -3.476
C -1.253 1.919 -3.505
C -2.415 1.960 -4.274
C -2.693 3.094 -5.027
N -0.944 0.720 -2.728
O 0.076 0.724 -2.048
O -1.721 -0.226 -2.805
H -2.033 5.055 -5.607
H 0.018 4.975 -4.226
H 0.528 2.980 -2.877
H -3.105 1.124 -4.298
H -3.593 3.135 -5.631
C -7.703 -4.255 12.749
C -8.699 -4.824 11.962
C -9.408 -4.039 11.060
C -9.107 -2.683 10.951
C -8.116 -2.105 11.742
C -7.414 -2.897 12.643
N -9.834 -1.858 9.984
O -10.708 -2.394 9.322
O -9.523 -0.679 9.892
H -7.148 -4.872 13.449
H -8.921 -5.882 12.050
H -10.182 -4.495 10.452
H -7.879 -1.050 11.667
H -6.639 -2.458 13.261
C 2.360 -2.264 -7.366
C 1.003 -2.555 -7.455
C 0.066 -1.528 -7.412
C 0.503 -0.211 -7.284
C 1.861 0.086 -7.187
C 2.790 -0.948 -7.227
N -0.478 0.876 -7.265
O -1.661 0.577 -7.333
O -0.058 2.020 -7.184
H 3.089 -3.068 -7.404
H 0.674 -3.584 -7.561
H -0.989 -1.767 -7.483
H 2.208 1.108 -7.082
H 3.850 -0.729 -7.155
C 3.628 -3.791 -13.133
C 3.975 -4.631 -12.080
C 4.545 -4.104 -10.927
C 4.758 -2.730 -10.837
C 4.420 -1.884 -11.891
C 3.853 -2.420 -13.041
N 5.334 -2.167 -9.615
O 5.637 -2.944 -8.715
O 5.477 -0.953 -9.559
H 3.178 -4.205 -14.030
H 3.798 -5.699 -12.158
H 4.811 -4.769 -10.113
H 4.588 -0.814 -11.830
H 3.584 -1.770 -13.866
*
```

Results
- highest occupied orbital energy (eV) = -11.1173

Atomic partial charges in e from the Löwdin method, atoms 1 to 8:
1. C 0.00
2. C -0.39
3. O 0.03
4. O -0.06
5. C -0.17
6. C -0.14
7. C -0.16
8. C -0.12

***

# 5
C8H16FNO7S | the ωB97M-V functional and the def2-TZVPD basis

```
! wB97M-V def2-TZVPD RIJCOSX def2/J DEFGRID3
* xyz 0 1
O 5.731 -0.410 2.115
C 5.158 0.275 1.369
O 3.981 -0.099 0.749
C 2.860 -0.016 1.655
C 1.970 -1.251 1.361
N 0.504 -0.955 1.281
C 0.020 -0.133 2.408
C -1.511 0.087 2.231
O -2.298 -0.150 3.053
O -1.852 0.584 0.991
S -0.272 -2.475 1.395
O -1.441 -2.509 0.586
O -0.498 -2.851 2.746
F 0.743 -3.546 0.788
H 5.537 1.281 1.089
H 3.232 -0.125 2.689
H 2.357 0.953 1.525
H 2.276 -1.630 0.373
H 2.222 -2.058 2.074
H 0.245 -0.556 3.402
H 0.453 0.881 2.405
H -2.166 -0.152 0.439
C -3.557 1.117 -3.289
C -2.158 1.711 -3.344
C -1.097 0.654 -3.078
O -2.043 2.757 -2.380
H -3.762 0.701 -2.298
H -4.307 1.888 -3.472
H -3.681 0.326 -4.030
H -1.989 2.161 -4.324
H -1.222 0.224 -2.079
H -0.100 1.096 -3.111
H -1.146 -0.152 -3.812
H -2.190 2.373 -1.507
*
```

Results
- highest occupied orbital energy (eV) = -10.2484
- SMILES = O=COCCN(CC(=O)O)S(=O)(=O)F.CC(C)O
- energy relative to the best compared isomer or geometry (same formula, charge and spin) (kcal/mol) = 0.0

Atomic partial charges in e from the Löwdin method, atoms 1 to 8:
1. O 0.14
2. C -0.35
3. O -0.06
4. C -0.15
5. C -0.16
6. N -0.17
7. C -0.11
8. C -0.52

***

# 6
C5H6O2 | the ωB97M-V functional and the def2-TZVPD basis

```
! wB97M-V def2-TZVPD RIJCOSX def2/J DEFGRID3
* xyz 0 1
O -0.883 -1.779 -1.063
C -0.684 -1.569 0.328
C 0.024 -0.343 0.818
C 1.004 0.307 0.023
C 0.924 1.785 0.432
C -0.256 1.055 -0.094
O 0.736 0.460 -1.310
H -0.097 -1.459 -1.525
H -0.134 -2.409 0.787
H -1.686 -1.593 0.771
H 1.410 2.491 -0.234
H 0.923 1.993 1.497
H -1.282 1.061 -0.431
*
```

Results
- highest occupied orbital energy (eV) = -8.5429
- energy relative to the best compared isomer or geometry (same formula, charge and spin) (kcal/mol) = 162.5

Atomic partial charges in e from the Löwdin method, atoms 1 to 8:
1. O -0.07
2. C -0.28
3. C -0.02
4. C -0.33
5. C 0.02
6. C -0.06
7. O 0.02
8. H 0.07